A cluster of 14 separate species, C75H189N11O25 in total at a distorted geometry, computed with ωB97M-V/def2-TZVPD.

Each line ends with the Löwdin charge.
CARTESIAN COORDINATES (ANGSTROEM)
1 C 10.328 -2.716 -0.129  -0.19
2 O 9.137 -2.086 0.109  -0.21
3 C 8.658 -2.412 1.494  -0.15
4 C 7.121 -2.290 1.517  -0.24
5 N 6.505 -3.211 0.626  -0.07
6 C 5.124 -2.899 0.348  -0.20
7 C 4.376 -3.960 -0.374  -0.25
8 O 5.005 -4.100 -1.591  -0.18
9 C 4.549 -5.239 -2.238  -0.11
10 H 10.283 -3.811 -0.238  0.09
11 H 11.116 -2.391 0.552  0.08
12 H 10.643 -2.346 -1.158  0.11
13 H 9.149 -1.730 2.226  0.13
14 H 8.989 -3.427 1.737  0.11
15 H 6.904 -1.292 1.222  0.10
16 H 6.825 -2.520 2.549  0.13
17 H 7.110 -3.235 -0.259  0.15
18 H 5.040 -1.953 -0.140  0.09
19 H 4.663 -2.827 1.376  0.14
20 H 3.424 -3.562 -0.613  0.09
21 H 4.268 -4.872 0.098  0.11
22 H 3.476 -5.118 -2.464  0.08
23 H 4.743 -6.142 -1.646  0.10
24 H 5.152 -5.302 -3.105  0.07
25 C 6.407 2.572 -6.091  -0.06
26 O 5.918 3.428 -5.066  -0.18
27 C 4.594 3.211 -4.818  -0.29
28 C 4.017 4.263 -3.900  -0.23
29 N 4.319 5.526 -4.502  -0.03
30 C 4.340 6.569 -3.447  -0.21
31 C 4.588 7.962 -3.993  -0.21
32 O 5.989 8.209 -4.268  -0.18
33 C 6.623 8.526 -3.024  -0.12
34 H 6.146 1.525 -5.842  0.08
35 H 7.459 2.697 -6.168  0.08
36 H 5.805 2.853 -6.950  0.09
37 H 4.492 2.252 -4.246  0.11
38 H 3.950 3.196 -5.708  0.12
39 H 4.428 4.254 -2.873  0.11
40 H 2.954 3.940 -3.896  0.12
41 H 5.268 5.532 -4.946  0.13
42 H 4.977 6.363 -2.614  0.08
43 H 3.356 6.719 -2.951  0.13
44 H 4.261 8.765 -3.335  0.11
45 H 4.026 8.099 -4.913  0.12
46 H 6.214 9.342 -2.377  0.10
47 H 7.683 8.798 -3.245  0.10
48 H 6.753 7.656 -2.415  0.04
49 C -2.966 -3.507 -0.400  -0.11
50 O -4.297 -3.006 -0.510  -0.19
51 C -5.034 -3.475 0.576  -0.22
52 C -6.459 -2.823 0.529  -0.19
53 N -7.150 -3.211 1.775  -0.05
54 C -6.752 -2.263 2.902  -0.17
55 C -7.582 -2.687 4.082  -0.24
56 O -7.288 -1.864 5.195  -0.21
57 C -7.775 -2.306 6.462  -0.10
58 H -2.674 -3.633 0.655  0.07
59 H -2.229 -2.781 -0.805  0.08
60 H -2.852 -4.468 -0.872  0.08
61 H -4.593 -3.113 1.556  0.12
62 H -5.039 -4.554 0.500  0.12
63 H -7.040 -3.131 -0.311  0.11
64 H -6.294 -1.781 0.415  0.09
65 H -8.145 -3.100 1.564  0.10
66 H -7.003 -1.230 2.638  0.12
67 H -5.710 -2.361 3.096  0.09
68 H -7.349 -3.737 4.338  0.13
69 H -8.589 -2.574 3.784  0.10
70 H -7.400 -1.615 7.214  0.08
71 H -7.326 -3.307 6.716  0.10
72 H -8.839 -2.275 6.403  0.07
73 C -4.134 3.144 2.428  -0.12
74 O -3.009 2.545 3.001  -0.22
75 C -2.163 3.441 3.796  -0.15
76 C -2.804 3.646 5.180  -0.21
77 N -2.734 2.417 6.034  -0.04
78 C -2.829 2.621 7.525  -0.17
79 C -4.066 3.379 8.072  -0.21
80 O -3.790 4.772 8.067  -0.22
81 C -4.776 5.513 8.731  -0.13
82 H -4.856 3.392 3.201  0.08
83 H -4.623 2.411 1.799  0.08
84 H -4.007 3.996 1.774  0.08
85 H -2.054 4.406 3.323  0.11
86 H -1.285 2.907 4.050  0.10
87 H -3.843 4.030 5.096  0.11
88 H -2.260 4.460 5.646  0.11
89 H -3.497 1.777 5.677  0.12
90 H -1.980 3.161 7.945  0.11
91 H -2.770 1.623 7.955  0.09
92 H -4.390 3.125 9.048  0.09
93 H -4.909 3.200 7.354  0.13
94 H -4.973 5.079 9.755  0.09
95 H -5.726 5.443 8.146  0.09
96 H -4.481 6.591 8.815  0.10
97 C 6.635 5.642 0.107  -0.11
98 O 5.432 5.060 0.513  -0.19
99 C 4.379 5.967 0.770  -0.21
100 C 3.013 5.234 0.782  -0.17
101 N 2.953 4.381 -0.417  -0.03
102 C 1.744 3.566 -0.522  -0.21
103 C 0.432 4.311 -0.656  -0.23
104 O 0.027 4.999 0.513  -0.22
105 C -1.218 5.657 0.446  -0.11
106 H 7.392 4.878 -0.193  0.11
107 H 7.082 6.231 0.860  0.07
108 H 6.532 6.356 -0.732  0.06
109 H 4.277 6.738 -0.045  0.12
110 H 4.513 6.590 1.683  0.13
111 H 2.176 5.954 0.762  0.12
112 H 2.872 4.585 1.604  0.09
113 H 3.776 3.808 -0.585  0.07
114 H 1.510 2.787 0.288  0.13
115 H 1.813 2.967 -1.417  0.09
116 H -0.281 3.462 -0.827  0.11
117 H 0.268 5.004 -1.578  0.15
118 H -1.257 6.537 -0.227  0.09
119 H -1.384 6.040 1.453  0.08
120 H -2.022 4.909 0.135  0.10
121 C -2.590 0.096 11.346  -0.10
122 O -1.255 -0.212 10.987  -0.16
123 C -1.333 -1.302 10.087  -0.25
124 C 0.054 -1.532 9.553  -0.18
125 N 0.547 -0.363 8.823  -0.03
126 C 0.038 -0.133 7.483  -0.18
127 C 0.802 1.003 6.798  -0.20
128 O 0.535 2.262 7.417  -0.21
129 C 1.196 3.374 6.820  -0.10
130 H -3.055 -0.803 11.802  0.09
131 H -3.235 0.429 10.525  0.08
132 H -2.548 0.932 12.019  0.08
133 H -1.982 -1.061 9.187  0.11
134 H -1.783 -2.200 10.517  0.11
135 H 0.089 -2.350 8.890  0.10
136 H 0.681 -1.700 10.487  0.14
137 H 0.525 0.393 9.379  0.05
138 H -1.037 0.016 7.469  0.08
139 H 0.185 -1.065 6.973  0.10
140 H 0.541 1.184 5.747  0.09
141 H 1.923 0.810 6.759  0.14
142 H 2.307 3.421 6.940  0.10
143 H 0.805 4.285 7.309  0.09
144 H 0.940 3.415 5.773  0.06
145 C 0.191 -7.759 -9.773  -0.06
146 O -0.849 -7.269 -8.870  -0.21
147 C -0.816 -7.759 -7.528  -0.23
148 C -1.848 -7.006 -6.668  -0.19
149 N -1.420 -5.629 -6.448  -0.07
150 C -1.956 -4.704 -7.391  -0.22
151 C -1.333 -3.328 -7.190  -0.18
152 O -1.528 -2.939 -5.820  -0.21
153 C -1.454 -1.573 -5.684  -0.16
154 H -0.192 -8.603 -10.305  0.07
155 H 1.103 -8.031 -9.244  0.08
156 H 0.484 -6.952 -10.403  0.07
157 H 0.226 -7.650 -7.123  0.13
158 H -1.063 -8.796 -7.482  0.10
159 H -1.889 -7.533 -5.693  0.12
160 H -2.841 -7.034 -7.158  0.12
161 H -1.673 -5.289 -5.516  0.11
162 H -3.072 -4.649 -7.277  0.14
163 H -1.765 -5.012 -8.356  0.08
164 H -1.695 -2.545 -7.798  0.10
165 H -0.235 -3.348 -7.389  0.13
166 H -1.542 -1.240 -4.615  0.08
167 H -2.296 -1.051 -6.237  0.11
168 H -0.518 -1.202 -6.139  0.08
169 C -1.426 -3.569 3.384  -0.13
170 O -2.432 -3.099 4.237  -0.17
171 C -2.141 -1.896 4.884  -0.22
172 C -3.068 -1.567 6.020  -0.19
173 N -3.173 -2.655 6.989  -0.05
174 C -4.197 -2.473 7.974  -0.21
175 C -4.279 -3.568 9.048  -0.21
176 O -5.078 -3.071 10.102  -0.20
177 C -4.763 -3.470 11.401  -0.12
178 H -0.436 -3.576 3.811  0.08
179 H -1.351 -2.894 2.509  0.05
180 H -1.583 -4.637 3.085  0.11
181 H -2.138 -1.139 4.152  0.10
182 H -1.136 -1.948 5.361  0.12
183 H -4.119 -1.237 5.727  0.13
184 H -2.659 -0.679 6.572  0.09
185 H -3.163 -3.524 6.524  0.10
186 H -5.235 -2.503 7.558  0.10
187 H -4.065 -1.528 8.438  0.10
188 H -3.290 -3.782 9.382  0.09
189 H -4.702 -4.564 8.691  0.14
190 H -5.395 -2.941 12.078  0.08
191 H -3.687 -3.342 11.625  0.08
192 H -5.061 -4.552 11.489  0.10
193 C 5.092 -2.603 -4.565  -0.10
194 O 3.699 -2.665 -4.459  -0.24
195 C 3.037 -3.695 -5.129  -0.21
196 C 1.567 -3.638 -4.684  -0.18
197 N 1.461 -3.813 -3.246  -0.04
198 C 0.153 -3.972 -2.621  -0.19
199 C 0.360 -4.339 -1.133  -0.18
200 O 1.114 -3.284 -0.496  -0.24
201 C 1.305 -3.417 0.886  -0.12
202 H 5.556 -3.478 -4.114  0.07
203 H 5.416 -1.697 -4.025  0.09
204 H 5.332 -2.423 -5.634  0.09
205 H 3.494 -4.632 -4.741  0.11
206 H 3.127 -3.655 -6.252  0.14
207 H 1.041 -4.458 -5.256  0.13
208 H 1.124 -2.668 -4.973  0.10
209 H 1.999 -3.126 -2.745  0.08
210 H -0.424 -4.860 -2.994  0.13
211 H -0.513 -3.126 -2.621  0.09
212 H 0.990 -5.243 -1.224  0.12
213 H -0.572 -4.569 -0.576  0.10
214 H 1.915 -4.331 1.125  0.10
215 H 0.334 -3.300 1.431  0.06
216 H 1.929 -2.538 1.293  0.09
217 C -8.123 3.461 -5.424  -0.14
218 O -8.017 2.388 -4.536  -0.19
219 C -7.932 1.166 -5.192  -0.27
220 C -7.510 0.093 -4.224  -0.21
221 N -6.073 0.189 -4.075  -0.04
222 C -5.521 -0.413 -2.896  -0.26
223 C -4.095 -0.114 -2.770  -0.22
224 O -3.905 1.310 -2.832  -0.22
225 C -3.769 1.862 -1.499  -0.08
226 H -8.125 4.379 -4.825  0.08
227 H -9.096 3.526 -5.996  0.10
228 H -7.261 3.536 -6.119  0.09
229 H -7.307 1.353 -6.074  0.12
230 H -8.925 0.855 -5.593  0.13
231 H -7.830 -0.844 -4.651  0.11
232 H -8.148 0.245 -3.311  0.14
233 H -5.730 1.158 -4.141  0.12
234 H -5.679 -1.503 -2.816  0.13
235 H -6.050 -0.107 -1.931  0.13
236 H -3.544 -0.533 -3.633  0.12
237 H -3.695 -0.481 -1.808  0.11
238 H -4.590 1.495 -0.871  0.08
239 H -3.846 2.974 -1.562  0.10
240 H -2.804 1.568 -1.046  0.08
241 C 4.876 1.203 -1.346  -0.09
242 O 3.532 0.901 -1.591  -0.20
243 C 3.465 -0.035 -2.626  -0.25
244 C 2.087 -0.127 -3.161  -0.17
245 N 1.082 -0.559 -2.185  0.00
246 C 0.584 0.416 -1.268  -0.22
247 C -0.413 -0.171 -0.289  -0.25
248 O -0.954 0.794 0.559  -0.19
249 C -1.689 0.012 1.498  -0.09
250 H 5.393 1.606 -2.268  0.11
251 H 5.445 0.360 -0.959  0.08
252 H 4.843 1.938 -0.539  0.08
253 H 3.828 -1.057 -2.289  0.14
254 H 4.164 0.176 -3.426  0.10
255 H 1.943 -0.717 -4.093  0.11
256 H 1.851 0.917 -3.474  0.12
257 H 1.457 -1.345 -1.697  0.07
258 H 0.127 1.230 -1.827  0.09
259 H 1.298 0.891 -0.645  0.06
260 H 0.116 -0.924 0.332  0.11
261 H -1.216 -0.690 -0.862  0.12
262 H -1.005 -0.738 2.002  0.08
263 H -2.572 -0.449 0.959  0.11
264 H -2.105 0.731 2.220  0.07
265 C 4.063 -0.437 -7.226  -0.05
266 C 3.045 0.635 -7.261  -0.49
267 C 2.941 1.392 -8.566  -0.03
268 O 1.769 0.023 -6.956  -0.06
269 H 3.958 -0.963 -6.270  0.05
270 H 5.128 -0.124 -7.189  0.09
271 H 3.990 -1.246 -7.944  0.09
272 H 3.293 1.310 -6.485  0.09
273 H 2.040 1.926 -8.498  0.06
274 H 2.684 0.612 -9.245  0.08
275 H 3.794 2.000 -8.853  0.09
276 H 1.042 0.677 -6.937  0.06
277 C -0.120 4.211 -5.504  -0.05
278 C -0.122 2.693 -5.383  -0.49
279 C -0.869 2.119 -4.206  -0.05
280 O -0.726 2.209 -6.602  -0.08
281 H 0.469 4.462 -6.399  0.08
282 H 0.189 4.747 -4.589  0.08
283 H -1.122 4.602 -5.734  0.08
284 H 0.906 2.278 -5.313  0.12
285 H -0.808 1.010 -4.170  0.09
286 H -1.923 2.406 -4.372  0.09
287 H -0.650 2.552 -3.235  0.06
288 H -1.698 2.128 -6.495  0.10
289 C 2.014 -0.391 3.414  -0.05
290 C 2.218 0.436 2.191  -0.45
291 C 3.058 1.652 2.478  -0.05
292 O 2.945 -0.487 1.232  -0.11
293 H 3.020 -0.718 3.776  0.11
294 H 1.402 -1.272 3.204  0.06
295 H 1.451 0.197 4.142  0.06
296 H 1.281 0.743 1.681  0.12
297 H 2.562 2.447 3.040  0.09
298 H 3.432 2.060 1.542  0.06
299 H 3.917 1.187 2.971  0.09
300 H 3.064 -0.018 0.346  0.08

The calculation puts the strongest force on any atom at 0.0783 hartree/bohr. For the total energy, the calculation gives -5453.5943 a.u. For the relative energy (zero: lowest compared OMol25 entry of this formula, charge and spin), the calculation gives 138.8 kJ/mol. The calculation puts the HOMO energy at -0.3047 Ha.


The ion C3H4NO3 with charge +1 at a distorted geometry, computed with ωB97M-V/def2-TZVPD.

Each line ends with the natural charge from an NBO analysis.
CARTESIAN COORDINATES (ANGSTROEM)
1 C 1.858 -0.857 0.189  -0.25
2 O 0.639 -0.060 -0.002  -0.46
3 C -0.492 -0.550 -0.100  0.97
4 O -1.104 -1.520 -0.140  -0.38
5 C -1.344 1.097 -0.469  -0.19
6 N -1.984 1.740 0.322  0.37
7 O -2.612 2.156 1.177  -0.09
8 H 2.422 -0.616 -0.690  0.23
9 H 1.464 -1.928 0.168  0.23
10 H 2.305 -0.419 1.105  0.25
11 H -1.152 0.957 -1.560  0.34

The calculation puts the strongest force on any atom at 0.0464 hartree/bohr. For the total energy, the calculation gives -396.7320 a.u. Its net charge is +1. For the relative energy (zero: lowest compared OMol25 entry of this formula, charge and spin), the calculation gives 426.2 kJ/mol. As for the structure (SMILES): COC(=O)C=[N+]=O. The calculation puts the HOMO energy (alpha / beta) at -0.5972 / -0.5972 Ha.